Formula: C66H156N8O16
Source: OMol25
Level of theory: ωB97M-V with the def2-TZVPD basis set

```
246
C66H156N8O16, DFT ωB97M-V with the def2-TZVPD basis set
C 4.232 -1.657 -0.276
C 4.105 -3.009 -1.050
C 2.755 -3.571 -0.718
C 4.148 -2.790 -2.568
C 4.315 -4.120 -3.352
C 5.590 -4.793 -2.838
C 5.556 -5.047 -1.296
C 4.475 -6.091 -0.995
C 6.966 -5.590 -0.950
N 5.337 -3.767 -0.608
O 5.106 -4.042 0.772
H 5.235 -1.197 -0.256
H 3.622 -0.886 -0.773
H 3.937 -1.766 0.739
H 2.078 -2.702 -0.586
H 2.305 -4.206 -1.466
H 2.815 -4.115 0.250
H 3.205 -2.340 -2.888
H 5.032 -2.127 -2.801
H 3.398 -4.766 -3.280
H 4.530 -3.943 -4.401
H 6.406 -4.102 -3.155
H 5.641 -5.777 -3.253
H 4.155 -6.006 0.085
H 4.773 -7.136 -1.293
H 3.536 -5.880 -1.614
H 7.774 -4.847 -1.194
H 7.220 -6.440 -1.582
H 7.059 -5.931 0.070
H 5.735 -3.462 1.234
C -3.687 -1.511 -3.035
C -4.316 -0.070 -3.131
C -3.579 0.711 -4.296
C -5.822 -0.059 -3.601
C -6.807 -0.367 -2.486
C -6.560 0.375 -1.214
C -5.078 0.340 -0.757
C -4.888 1.445 0.259
C -4.706 -0.925 0.011
N -4.210 0.727 -1.890
O -2.869 0.875 -1.450
H -2.578 -1.491 -2.954
H -4.120 -2.061 -2.207
H -3.936 -2.136 -3.966
H -3.994 1.727 -4.524
H -2.496 0.736 -4.099
H -3.652 0.167 -5.228
H -6.011 0.958 -4.000
H -5.887 -0.824 -4.420
H -7.814 -0.222 -2.862
H -6.727 -1.462 -2.354
H -7.026 -0.087 -0.390
H -6.789 1.436 -1.311
H -3.877 1.464 0.645
H -5.570 1.303 1.035
H -5.069 2.362 -0.273
H -3.616 -0.976 0.091
H -5.038 -1.817 -0.555
H -5.065 -0.985 1.054
H -2.518 -0.021 -1.187
C 0.667 0.830 -3.268
C 1.904 1.165 -4.045
C 3.139 0.998 -3.096
C 2.013 0.259 -5.198
C 1.050 0.536 -6.304
C 1.331 1.931 -6.850
C 1.083 2.993 -5.739
C 1.520 4.363 -6.247
C -0.370 3.039 -5.225
N 2.048 2.516 -4.624
O 2.007 3.472 -3.557
H -0.172 0.616 -3.949
H 0.968 -0.139 -2.776
H 0.447 1.529 -2.459
H 2.928 1.530 -2.139
H 3.448 0.001 -2.844
H 4.007 1.516 -3.523
H 3.082 0.397 -5.526
H 1.918 -0.761 -4.844
H 1.423 -0.190 -7.003
H -0.029 0.367 -6.150
H 0.764 2.132 -7.827
H 2.429 2.083 -7.004
H 0.995 4.600 -7.202
H 2.570 4.297 -6.513
H 1.337 5.129 -5.464
H -0.507 3.335 -4.161
H -0.961 2.075 -5.301
H -0.865 3.805 -5.813
H 1.108 3.507 -3.218
C 3.856 1.894 0.568
O 4.317 3.152 0.120
C 5.629 3.279 -0.365
C 5.719 4.478 -1.335
N 5.051 4.021 -2.548
C 5.225 4.831 -3.665
C 4.467 6.200 -3.723
O 5.020 7.144 -2.859
C 4.164 8.248 -2.743
H 4.011 1.767 1.638
H 4.291 1.034 0.140
H 2.785 1.861 0.508
H 5.911 2.454 -0.992
H 6.353 3.444 0.425
H 6.713 4.593 -1.642
H 5.256 5.402 -0.980
H 4.064 3.951 -2.325
H 4.871 4.298 -4.595
H 6.260 4.952 -3.807
H 3.417 5.973 -3.495
H 4.380 6.519 -4.730
H 3.870 8.636 -3.704
H 4.698 9.002 -2.185
H 3.251 8.016 -2.217
C -3.866 5.387 -0.236
O -2.590 5.412 -0.875
C -2.001 4.201 -0.828
C -0.505 4.454 -1.223
N 0.182 5.100 -0.138
C 1.554 5.410 -0.544
C 2.232 6.269 0.458
O 1.705 7.570 0.531
C 2.554 8.413 1.273
H -3.886 4.639 0.637
H -4.724 5.185 -0.892
H -3.979 6.391 0.200
H -2.488 3.490 -1.486
H -2.023 3.733 0.161
H -0.555 5.054 -2.176
H 0.001 3.488 -1.439
H -0.213 5.994 0.146
H 1.596 5.889 -1.580
H 2.177 4.500 -0.573
H 3.299 6.346 0.201
H 2.243 5.801 1.393
H 2.687 8.026 2.276
H 2.009 9.386 1.321
H 3.530 8.507 0.764
C -6.673 -4.271 2.932
O -6.051 -5.058 3.955
C -5.750 -4.187 5.081
C -4.808 -4.871 6.024
N -3.675 -5.416 5.312
C -2.935 -6.353 6.176
C -1.757 -7.024 5.569
O -2.181 -7.925 4.494
C -1.110 -8.631 3.948
H -7.494 -3.738 3.335
H -7.010 -4.943 2.175
H -5.914 -3.564 2.514
H -6.670 -3.895 5.701
H -5.280 -3.284 4.666
H -5.404 -5.614 6.605
H -4.460 -4.064 6.737
H -4.042 -5.935 4.507
H -3.673 -7.149 6.467
H -2.720 -5.823 7.095
H -1.122 -7.547 6.292
H -1.108 -6.261 5.080
H -0.670 -9.330 4.698
H -0.322 -7.930 3.657
H -1.450 -9.208 3.105
C -3.927 7.649 2.635
O -2.706 7.029 2.341
C -2.468 6.099 3.421
C -1.121 5.403 2.935
N -0.859 4.224 3.711
C 0.473 3.668 3.616
C 0.665 2.364 4.367
O 1.944 1.809 4.058
C 2.219 0.513 4.586
H -4.071 7.855 3.733
H -4.774 6.944 2.314
H -3.980 8.578 2.156
H -3.311 5.412 3.476
H -2.245 6.597 4.364
H -0.347 6.205 3.016
H -1.204 5.183 1.817
H -1.560 3.513 3.467
H 1.159 4.414 3.983
H 0.773 3.479 2.588
H -0.114 1.674 3.995
H 0.561 2.420 5.428
H 3.206 0.267 4.191
H 1.507 -0.121 3.988
H 2.087 0.550 5.719
C -3.092 1.946 5.315
O -2.634 1.614 4.017
C -3.065 0.379 3.461
C -2.362 -0.932 4.056
N -2.826 -1.995 3.277
C -2.094 -3.242 3.404
C -2.660 -4.206 2.365
O -2.667 -3.523 1.104
C -3.405 -4.231 0.101
H -4.175 1.923 5.341
H -2.738 2.938 5.664
H -2.799 1.319 6.149
H -2.891 0.471 2.407
H -4.128 0.265 3.666
H -2.702 -1.092 5.134
H -1.301 -0.831 4.127
H -2.841 -1.704 2.288
H -2.235 -3.705 4.395
H -1.000 -3.068 3.247
H -3.709 -4.424 2.623
H -2.115 -5.186 2.303
H -3.382 -3.624 -0.818
H -4.448 -4.329 0.485
H -2.994 -5.209 -0.155
C -0.364 0.782 0.568
C -0.003 -0.701 0.345
C 0.526 -1.390 1.537
O -1.105 -1.390 -0.236
H -1.306 0.865 1.114
H -0.659 1.267 -0.367
H 0.501 1.366 0.915
H 0.650 -0.572 -0.570
H -0.182 -1.273 2.406
H 1.515 -0.989 1.928
H 0.675 -2.458 1.457
H -1.256 -2.230 0.230
C 2.500 -3.727 5.760
C 2.987 -5.153 5.467
C 2.521 -5.634 4.047
O 4.460 -5.287 5.504
H 1.395 -3.865 5.737
H 2.734 -2.994 4.994
H 2.746 -3.290 6.659
H 2.555 -5.860 6.172
H 2.854 -6.627 3.773
H 2.769 -4.898 3.276
H 1.419 -5.594 4.086
H 4.692 -5.683 6.346
C -0.356 -4.288 -3.191
C -0.057 -3.910 -4.655
C -1.103 -2.900 -5.183
O 1.259 -3.374 -4.649
H -0.448 -3.375 -2.604
H 0.460 -4.942 -2.811
H -1.314 -4.758 -3.219
H -0.115 -4.826 -5.259
H -2.100 -3.398 -5.317
H -0.885 -2.527 -6.205
H -1.120 -2.043 -4.470
H 1.249 -2.820 -5.415
```

Output
Structure (SMILES) = CC1(C)CCCC(C)(C)N1O.CC1(C)CCCC(C)(C)N1O.CC1(C)CCCC(C)(C)N1O.COCCNCCOC.COCCNCCOC.COCCNCCOC.COCCNCCOC.COCCNCCOC.CC(C)O.CC(C)O.CC(C)O
Gap between HOMO and LUMO = 8.44 eV

=====

Formula: C4H13BBeF6NO9S2
Source: OMol25
Level of theory: ωB97M-V with the def2-TZVPD basis set

```
37
C4H13BBeF6NO9S2, DFT ωB97M-V with the def2-TZVPD basis set
Be -21.872 -32.192 -11.874
C -16.791 -34.425 -16.116
F -15.869 -33.547 -15.707
F -16.298 -35.036 -17.179
F -17.102 -35.302 -15.178
S -18.506 -33.567 -16.503
O -18.574 -33.325 -17.936
O -19.530 -34.508 -16.055
N -18.671 -32.249 -15.400
S -18.146 -31.111 -16.317
O -16.818 -31.327 -16.867
O -19.210 -30.625 -17.233
C -17.800 -29.705 -14.988
F -17.582 -28.586 -15.662
F -18.828 -29.557 -14.177
F -16.683 -29.997 -14.298
C -24.421 -29.743 -4.839
C -24.109 -29.824 -6.274
O -23.565 -30.832 -6.775
O -24.447 -28.895 -6.982
H -24.666 -30.706 -4.390
H -25.327 -29.153 -4.699
H -23.566 -29.274 -4.351
B -24.960 -28.962 -13.033
H -25.886 -28.758 -13.548
H -24.294 -29.300 -13.811
H -24.512 -28.044 -12.684
H -25.073 -29.718 -12.271
O -25.019 -34.659 -13.616
H -25.164 -35.424 -14.173
H -25.897 -34.320 -13.441
O -18.381 -30.830 -9.755
H -17.434 -30.889 -9.876
H -18.496 -30.734 -8.809
O -18.810 -35.556 -10.856
H -18.399 -36.199 -11.433
H -18.200 -35.467 -10.123
```

Output
Gap between HOMO and LUMO = 2.11 eV
Net charge = -1

=====

Formula: C5H10O
Source: OMol25
Level of theory: ωB97M-V with the def2-TZVPD basis set

```
16
C5H10O, DFT ωB97M-V with the def2-TZVPD basis set
C -1.522 0.623 -0.813
C 0.000 0.600 -0.816
C 0.590 1.280 0.403
C 0.719 -0.209 0.224
C 0.062 -1.405 0.871
O 2.073 -0.466 -0.109
H -1.901 1.353 -1.536
H -1.978 -0.347 -1.041
H -1.903 0.933 0.169
H 0.497 0.662 -1.780
H 1.557 1.773 0.373
H -0.160 1.813 0.970
H 0.443 -1.636 1.871
H 0.282 -2.264 0.218
H -1.026 -1.321 0.914
H 2.267 -1.389 0.081
```

Output
Structure (SMILES) = C[C@H]1C[C@]1(C)O
Gap between HOMO and LUMO = 10.16 eV

=====

Formula: C4H6F3O
Source: OMol25
Level of theory: ωB97M-V with the def2-TZVPD basis set

```
14
C4H6F3O, DFT ωB97M-V with the def2-TZVPD basis set
C 0.125 0.298 -0.400
C 1.407 0.264 0.741
C 1.397 -0.001 -0.885
C -2.081 -0.447 0.111
O -0.774 -0.751 -0.085
F -2.355 0.857 0.477
F -2.598 -1.231 1.035
F -2.718 -0.679 -1.016
H -0.393 1.210 -0.660
H 2.152 0.973 0.869
H 1.645 -0.771 1.082
H 0.545 0.695 1.403
H 1.930 0.645 -1.638
H 1.718 -1.061 -1.034
```

Output
Gap between HOMO and LUMO = 12.62 eV
Net charge = +1

=====

Formula: C4H7BF3
Source: OMol25
Level of theory: ωB97M-V with the def2-TZVPD basis set

```
15
C4H7BF3, DFT ωB97M-V with the def2-TZVPD basis set
B 1.671 -0.566 0.633
C 1.144 0.272 -0.680
C -0.245 1.115 -0.457
C -1.387 0.347 0.438
F -1.804 0.871 1.791
C -2.141 -0.888 -0.009
F -3.452 -0.697 -0.680
F -1.668 -2.278 0.230
H 2.824 -0.270 0.774
H 1.667 -1.735 0.420
H 1.138 -0.264 1.638
H 0.973 -0.482 -1.563
H 1.968 1.068 -1.007
H -0.670 1.343 -1.548
H -0.019 2.164 0.020
```

Output
Gap between HOMO and LUMO = 6.42 eV
Net charge = -1

=====

Formula: C3H6O
Source: OMol25
Level of theory: ωB97M-V with the def2-TZVPD basis set

```
10
C3H6O, DFT ωB97M-V with the def2-TZVPD basis set
C -1.142 -0.175 0.928
C 0.138 0.038 0.690
C 1.402 -0.104 0.026
O 1.151 0.814 1.137
H -1.701 -0.898 0.344
H -1.659 0.378 1.704
H 2.066 -0.932 0.264
H 1.567 0.380 -0.935
H -1.053 0.356 -1.751
H -0.768 0.144 -2.405
```

Output
Structure (SMILES) = C=C1CO1.[H][H]
Gap between HOMO and LUMO = 10.55 eV